Entry 1:
The following is a quantum chemistry calculation of C39H40AsF6N6O6S3V as an isolated structure in a non-equilibrium geometry, from the OMol25 dataset.

XYZ file:
```
102
Properties=species:S:1:pos:R:3:mulliken_charge:R:1
C -2.0600 -1.1398 1.1676 0.63
H 5.4599 1.0963 -1.0273 0.41
S -4.2926 0.1633 -5.0394 1.01
F -4.4232 3.2750 -3.2586 -0.23
C -3.3076 -3.6333 0.9521 -0.92
F -2.0111 0.4508 -6.3946 -0.20
O -4.5874 -1.1954 -5.3903 -0.68
H -0.2671 -0.6336 -5.0579 0.44
C -3.9498 2.4101 -2.3679 0.55
C 0.9758 0.4624 3.1953 0.11
H -6.0369 1.8702 1.5186 0.42
S 2.1773 0.6093 1.9050 -0.60
H -1.2223 -1.9155 2.9912 0.34
H 3.8796 -1.4449 -2.1261 0.19
C -2.3995 3.0621 1.8887 -0.71
H 4.9197 -0.4524 -0.3659 0.58
C -0.2669 -1.1406 -4.1076 -1.16
C 0.6107 3.2143 -1.7977 -1.02
C -2.6516 1.7428 1.5160 0.54
C 3.0274 -3.9253 3.5217 -0.30
N 0.5187 -1.2061 -1.8565 1.02
H 2.6089 1.7434 -2.9712 0.48
H 5.6306 -4.0509 5.6688 0.38
C 5.5389 -2.8314 3.9228 -0.93
H -3.2220 4.9640 2.4252 0.40
C -0.2397 -2.3062 -1.6383 0.93
C 2.9552 2.9851 -1.2721 -1.20
S -2.6190 1.3520 -3.1155 1.74
O -1.9076 0.8428 -1.9694 -0.94
F -3.7780 0.2310 -7.6141 -0.25
N -3.3245 0.1186 -3.7915 -0.27
H 0.6880 2.5670 -2.6689 0.23
H -2.3501 0.5289 3.9094 0.41
As -1.1011 0.5825 1.1721 1.86
H 3.0952 3.9182 -1.8495 0.41
C 3.7747 -4.3172 4.6151 -0.86
C -2.4950 -3.3463 2.0399 -0.72
H 0.7103 4.2598 -2.1374 0.33
H -4.1173 -2.8829 -0.8957 0.53
H 4.3064 2.0740 -2.6601 0.47
H -2.3313 -4.0914 2.8090 0.39
C 1.4210 3.7591 0.3580 -1.06
C -0.8038 0.3602 5.3735 -0.81
C -1.0223 -2.8647 -2.6424 -1.06
C 5.0363 -3.7599 4.8110 -0.23
C -3.3023 0.7843 -6.4934 0.59
H 2.5110 0.2603 4.6711 0.49
H 4.6309 -1.3502 1.3099 0.34
C 1.4426 0.3289 4.5115 -0.69
H 6.5130 -2.3824 4.0615 0.41
C 0.4649 -0.6303 -3.0597 -0.11
H 4.3359 1.0468 0.3565 0.24
H -0.4152 -3.9126 -0.0701 0.36
C -0.4097 0.5193 2.9913 -0.30
C 3.8177 -0.4484 -2.5638 -1.24
C 2.6672 -2.5411 1.4715 0.55
F -4.9538 1.6703 -1.8983 -0.25
H 0.9624 0.1705 6.5850 0.36
C 3.5120 -2.9911 2.6061 0.43
H -1.4931 0.3273 6.2076 0.40
O -1.9421 2.2469 -4.0169 -0.81
C 4.6077 0.5628 -0.5787 -1.70
C 3.3464 1.8344 -2.1712 -1.34
O -5.3515 1.1249 -4.9273 -0.66
C -4.7555 3.5211 1.9957 -0.56
F -3.3878 2.1047 -6.6199 -0.21
C -1.0322 -2.2791 -3.8906 -0.48
H 2.1555 3.5270 1.1254 0.36
C -0.0259 -2.9368 -0.3393 -1.37
H 3.6345 3.0421 -0.4200 0.51
C -1.8748 -2.1082 2.1487 -0.70
C -5.0152 2.2122 1.6276 -0.65
H -4.1989 0.3079 1.1046 0.34
C -1.2797 0.4769 4.0801 -0.25
N 3.4814 0.5241 -1.5203 1.16
N 0.7992 -2.3019 0.4166 1.33
H -2.9851 -0.7179 -0.7301 0.50
C 4.7849 -2.4430 2.8140 0.24
O 5.3253 -1.5355 1.9831 -0.71
F -3.4323 3.1028 -1.3514 -0.21
H -0.3887 3.0721 -1.3920 -0.05
H 3.3809 -5.0433 5.3132 0.40
H 1.0096 0.2983 -3.1597 0.15
N 1.4084 -2.9183 1.4915 -1.14
H 1.5018 4.8239 0.0744 0.38
H -3.7860 -4.6015 0.8686 0.36
H 2.0406 -4.3319 3.3500 0.45
H 3.0585 -0.4558 -3.3427 0.34
N 1.5960 2.8853 -0.7817 1.24
H -1.3840 3.4056 2.0158 0.19
C 0.5701 0.2775 5.5808 -0.68
H 0.4389 3.5945 0.7870 0.01
H -1.6533 -2.6805 -4.6804 0.40
O 3.1740 -1.8051 0.5269 -0.76
H -1.6241 -3.7355 -2.4194 0.56
C -3.4398 3.9447 2.1312 -0.69
C -2.8658 -1.4398 0.0681 -0.60
V 1.5274 -0.5696 -0.0931 1.22
C -3.4923 -2.6744 -0.0359 -0.65
H -5.5710 4.2098 2.1757 0.35
C -3.9699 1.3264 1.3899 0.00
H 4.7843 -0.2049 -3.0304 0.48
```

**Net charge**: -1
**Max |F|**: 1.96 eV Å⁻¹
**E_LUMO (spin up / spin down)**: 1.924 / 1.473 eV
**Gap between HOMO and LUMO (spin up / spin down)**: 6.60 / 6.61 eV
**HOMO (spin up / spin down)**: -4.6778 / -5.1387 eV
**Expectation value of S²**: 3.78
**Multiplicity**: 4

Entry 2:
The following is a quantum chemistry calculation of C39H40ClIrN12O3S as an isolated structure in a non-equilibrium geometry, from the OMol25 dataset.

XYZ file:
```
97
Properties=species:S:1:pos:R:3:mulliken_charge:R:1
C 1.4748 1.4904 -0.0419 0.21
H -3.1071 0.1929 1.7635 0.01
H 0.9005 -0.9824 2.0274 0.09
H -2.2320 0.8391 5.1838 0.37
H -4.3382 -3.2594 -0.5234 0.92
N -1.2615 -2.0127 -0.8015 0.43
H 2.6468 -0.2344 -2.0108 0.46
H 0.0681 0.1934 5.3404 0.37
C -4.8788 -7.0490 0.7429 -0.47
C -0.5220 -3.1255 -0.8268 -0.18
N -1.0389 -0.2268 1.6976 1.28
H -3.0575 -8.9970 -1.1014 0.38
C 4.1945 2.1350 3.8870 -1.35
C 2.4458 -1.2689 -1.7685 -0.13
H 3.7766 2.3039 4.8805 0.39
H 3.3585 4.9775 0.2490 0.38
H 0.3249 1.3573 1.9776 0.09
H 4.4113 -2.0461 -2.2046 0.43
N -2.5235 -0.5206 3.6196 0.19
N -4.4397 -8.1656 0.1698 -0.55
H 2.9466 2.9013 -0.6369 0.42
C -2.1571 0.8173 4.0974 -0.68
H 3.5698 1.4213 3.3564 0.00
H -1.6516 -1.4664 5.2703 0.36
N 1.2236 -1.5657 -1.3600 0.00
C -2.7372 -6.8801 -0.9141 -0.54
C -2.7934 1.6077 -0.8228 -0.39
Cl 6.0442 6.9986 3.7186 -0.20
H 1.7070 -4.8492 -0.8876 0.45
S -0.7446 -0.1862 -3.2033 -0.77
N -0.5008 1.8394 -4.8506 0.03
H 1.1472 0.4153 3.9466 0.23
H -2.6836 -1.5421 1.8253 0.07
C 3.8211 4.8307 1.2151 -0.53
C -2.5952 -2.0271 -0.7005 -0.24
N -0.7951 1.1648 3.6971 0.10
O 0.5436 1.5969 -0.9449 -0.88
C 1.3893 3.0949 -5.3281 -1.07
C -3.2583 -3.2295 -0.5698 -0.41
H -2.0663 2.4041 -0.9137 0.60
H 5.1807 1.6881 4.0229 0.36
N -2.3266 0.3662 -0.8304 0.29
H 4.0348 1.5237 -4.1783 0.32
C 0.1299 0.1682 4.2531 -0.55
C -0.1146 -1.2141 2.3407 -0.98
C 5.0266 4.4949 3.6764 -0.70
N -5.0285 0.8433 -0.5731 -0.56
C -1.5755 -1.4905 4.1841 -0.74
H 4.6429 6.8197 1.2521 0.43
N 1.4624 1.3123 -3.7284 0.00
C 1.9081 -3.8175 -1.1492 -0.33
H -0.1645 4.0876 -7.2785 0.39
H -0.5447 -5.2617 -0.6636 0.67
C -2.4117 -0.5428 2.1770 -0.79
C 5.1417 5.7015 3.0039 0.13
H -5.7319 -7.1537 1.4030 0.39
C 3.5272 2.4874 -4.1460 -1.18
O 1.6531 0.4350 0.5620 -0.68
C -3.3907 -8.0732 -0.6442 -0.46
H -2.8527 1.5487 3.6807 0.33
C -1.1336 -4.3552 -0.6745 -0.75
C 0.0681 2.8299 -5.5771 0.71
H -1.4745 1.6054 -5.0077 0.32
C 3.7030 3.6289 1.8955 0.37
C -4.2981 -5.8059 0.5357 -0.54
C -3.1958 -0.6630 -0.7168 0.09
H -4.6882 -4.9383 1.0532 0.48
N -0.2010 -1.1847 3.7863 0.13
N 3.1512 -3.5250 -1.5279 -0.55
C -0.6950 1.1227 2.2523 -0.89
H -5.2647 -1.2005 -0.4743 0.48
C -4.1601 1.8362 -0.6938 -0.61
C 0.1817 1.1086 -3.9299 0.28
H -1.9107 -6.8661 -1.6137 0.50
H -1.4205 2.8495 -7.1143 0.42
C -0.7829 3.5458 -6.5685 -1.43
C 4.3078 3.4383 3.1369 1.13
H -1.3793 1.8577 1.8178 0.40
Ir -0.3630 -0.2648 -0.9578 1.97
H 1.8952 3.8832 -5.8655 0.45
C -3.1984 -5.7171 -0.3088 0.20
C 2.0724 2.2976 -4.4045 1.07
H 5.5044 4.3761 4.6411 0.46
C 4.5448 5.8777 1.7736 -0.93
H 3.9832 3.1651 -4.8625 0.42
H -1.4265 4.2660 -6.0583 0.32
H 3.6616 2.8947 -3.1415 0.13
H -4.5543 2.8449 -0.6824 0.44
C 0.9181 -2.8571 -1.0879 0.54
C -2.5215 -4.4198 -0.5249 0.24
C 2.2803 2.7366 0.2215 -0.65
H -0.3910 -2.2151 1.9911 0.39
C -4.5476 -0.3961 -0.5863 0.05
O 2.9914 2.5494 1.4022 -0.03
H -1.8363 -2.4913 3.8326 0.34
H 1.5931 3.5880 0.2836 0.53
C 3.4090 -2.2719 -1.8633 -0.71
```

**Net charge**: +2
**Max |F|**: 1.16 eV Å⁻¹
**E_LUMO**: -6.540 eV
**Gap between HOMO and LUMO**: 5.28 eV
**HOMO**: -11.8213 eV
**Multiplicity**: 1

The records above yield energy above the lowest of the compared OMol25 structures with the same formula, charge and spin values of 0.00; 188.44 kJ/mol, respectively.